1.
{
  "formula": "C12H23GaN2O2P2S",
  "method": "ωB97M-V/def2-TZVPD",
  "charge": 2,
  "orbital_gap_ev": [2.8510, 2.8490],
  "de_lowest_ev": 3.136,
  "lumo_energy_ev": [-10.9, -10.9],
  "homo_energy_ev": [-13.75, -13.75],
  "symbols": ["Ga", "S", "P", "P", "O", "O", "N", "N", "C", "C", "C", "C", "C", "C", "C", "C", "C", "C", "C", "C", "H", "H", "H", "H", "H", "H", "H", "H", "H", "H", "H", "H", "H", "H", "H", "H", "H", "H", "H", "H", "H", "H", "H"],
  "coordinates": [[-0.0029, -0.1056, 0.1988], [-0.0015, -0.0209, 4.8109], [-2.3009, 0.4479, -0.4430], [2.3583, -0.3833, -0.3756], [-0.2792, -3.9800, -1.8094], [-2.0227, -2.1711, -4.2127], [0.2366, 1.0506, -1.8162], [0.0496, 0.2615, 2.0561], [3.6302, -0.3415, 0.9185], [1.4499, 1.4168, -2.2631], [-2.1573, 0.8831, -2.1380], [2.8002, -1.7820, -1.4639], [2.6845, 1.0856, -1.4283], [0.0187, 0.0830, 3.2360], [-0.8821, 1.2957, -2.5945], [1.6162, 2.1348, -3.4467], [-0.7435, 2.0017, -3.8259], [-3.4215, -0.9735, -0.2510], [0.5076, 2.4505, -4.2371], [-3.0399, 1.8793, 0.4032], [2.6723, -2.7212, -0.8958], [-2.2480, -1.2386, -3.9850], [-2.3720, 2.7407, 0.2606], [0.6247, 3.0322, -5.1472], [4.6446, -0.2694, 0.4809], [3.4197, 0.5229, 1.5711], [-1.6504, 2.2360, -4.3781], [-2.6373, -2.4070, -4.9284], [3.8503, -1.6770, -1.7974], [2.9072, 1.9058, -0.7285], [2.1246, -1.8001, -2.3379], [0.5109, -3.4596, -1.6240], [-4.0180, 2.1009, -0.0521], [-3.0090, 1.0558, -2.8018], [-3.1420, 1.6625, 1.4761], [3.5610, 0.8954, -2.0680], [-3.5901, -1.1441, 0.8245], [3.5293, -1.2666, 1.5121], [2.6182, 2.4391, -3.7107], [-4.3766, -0.7613, -0.7567], [-2.9497, -1.8644, -0.6928], [-0.6938, -3.5738, -2.6108], [-0.2766, -1.6417, 0.0328]],
  "lowdin_charge": [0.280, 0.740, 0.844, 0.833, -0.069, -0.058, 0.062, -0.062, -0.213, -0.256, -0.053, -0.216, -0.246, -0.921, -0.283, 0.089, 0.083, -0.193, 0.045, -0.173, 0.071, 0.019, 0.071, 0.144, 0.076, 0.066, 0.144, 0.067, 0.077, 0.123, 0.059, -0.019, 0.077, 0.131, 0.084, 0.117, 0.084, 0.075, 0.148, 0.076, 0.062, 0.033, -0.015]
}


2.
{
  "formula": "C12H23HgN3O3",
  "method": "ωB97M-V/def2-TZVPD",
  "s2": 0.753,
  "charge": 1,
  "orbital_gap_ev": [7.2742, 9.0211],
  "de_lowest_ev": 1.370,
  "multiplicity": 2,
  "lumo_energy_ev": [-2.1, -3.1],
  "homo_energy_ev": [-9.42, -12.14],
  "symbols": ["Hg", "O", "O", "O", "N", "N", "N", "C", "C", "C", "C", "C", "C", "C", "C", "C", "C", "C", "C", "H", "H", "H", "H", "H", "H", "H", "H", "H", "H", "H", "H", "H", "H", "H", "H", "H", "H", "H", "H", "H", "H", "H"],
  "coordinates": [[0.1525, 0.2511, 1.1920], [2.1783, 2.0382, -3.4288], [1.4051, 1.2822, -1.4481], [-1.1670, 0.0303, -1.9738], [0.3486, -1.4844, 2.1164], [-0.4967, 1.2461, 2.7905], [0.4578, 0.5996, -3.4889], [-0.6230, -0.1760, -3.0375], [-0.4393, 0.1862, 3.8373], [0.8751, 0.7417, -4.8772], [-1.8666, 1.7134, 2.5426], [1.7317, -1.6521, 2.5934], [1.7419, 1.9895, -4.7929], [-0.6149, -1.2371, 3.2192], [1.3322, 1.3051, -2.6387], [-1.0371, -1.2624, -3.9625], [-0.0547, -2.6211, 1.2792], [0.3957, 2.3708, 3.1085], [-2.1651, -1.9321, -3.7558], [2.6172, 1.9496, -5.4335], [-1.0780, -2.4642, 0.8770], [-0.5360, -2.0214, 4.0035], [1.1728, 2.8935, -5.0113], [-1.8745, 2.4293, 1.6934], [2.0831, -0.7483, 3.1284], [-1.1929, 0.3684, 4.6364], [0.0281, 0.8819, -5.5422], [-1.6511, -1.2744, 2.8133], [-2.8062, -1.6828, -2.9213], [0.6320, -2.7151, 0.4099], [-2.2806, 2.2201, 3.4435], [0.5441, 0.1948, 4.3511], [1.4492, -0.1255, -5.2099], [-0.3972, -1.5229, -4.7954], [1.4418, 2.0087, 3.2201], [2.4211, -1.7844, 1.7325], [1.8166, -2.5330, 3.2678], [-2.5238, 0.8624, 2.2692], [-2.4696, -2.7411, -4.4047], [-0.0311, -3.5677, 1.8631], [0.0846, 2.8703, 4.0523], [0.3949, 3.1108, 2.2803]],
  "lowdin_charge": [1.212, 0.048, 0.059, 0.052, -0.542, -0.534, 0.060, -0.411, -0.179, -0.106, -0.101, -0.089, -0.111, -0.191, -0.473, -0.075, -0.103, -0.102, 0.076, 0.132, 0.096, 0.144, 0.132, 0.101, 0.083, 0.143, 0.135, 0.123, 0.075, 0.100, 0.109, 0.119, 0.130, 0.099, 0.092, 0.105, 0.112, 0.092, 0.073, 0.107, 0.109, 0.101]
}


3.
{
  "formula": "C12H23N2O2P2Sc",
  "method": "ωB97M-V/def2-TZVPD",
  "charge": 2,
  "orbital_gap_ev": 8.5333,
  "de_lowest_ev": 0.000,
  "lumo_energy_ev": -8.0,
  "homo_energy_ev": -16.54,
  "symbols": ["Sc", "P", "P", "O", "O", "N", "N", "C", "C", "C", "C", "C", "C", "C", "C", "C", "C", "C", "C", "H", "H", "H", "H", "H", "H", "H", "H", "H", "H", "H", "H", "H", "H", "H", "H", "H", "H", "H", "H", "H", "H", "H"],
  "coordinates": [[0.0957, 0.0248, -0.1984], [0.8913, 2.2921, 0.4782], [-1.4048, -1.9557, -0.5512], [1.2453, 0.1883, -5.0055], [4.7784, 1.7794, -2.5659], [-1.7208, 1.0715, -0.5410], [0.0780, -0.6927, 3.0547], [0.0088, -0.3823, 1.9204], [-0.7747, 3.0266, 0.6803], [-1.8685, 2.3630, -0.1358], [-2.5219, -2.5696, 0.7311], [-3.0012, 3.0791, -0.4836], [1.5878, 3.2567, -0.8885], [1.8095, 2.7899, 1.9592], [-3.9934, 2.4661, -1.2410], [-2.5134, -0.9943, -1.6596], [-2.7023, 0.4535, -1.2548], [-3.8455, 1.1385, -1.6280], [-0.9750, -3.4098, -1.5520], [2.8241, 2.3821, 1.8386], [5.7374, 1.9453, -2.4801], [-0.3061, -4.0198, -0.9275], [1.8757, 3.8729, 2.1455], [-1.0086, 2.9908, 1.7583], [-3.0570, 4.1235, -0.1579], [-2.0866, -1.0665, -2.6828], [-1.8145, -4.0327, -1.8961], [-4.5941, 0.5980, -2.2177], [4.5004, 1.5886, -1.6501], [1.3210, 0.7980, -5.7713], [-0.7024, 4.0943, 0.4224], [1.3327, 2.2941, 2.8178], [-0.4129, -3.0444, -2.4248], [-4.8844, 3.0276, -1.5365], [-3.3589, -3.1783, 0.3676], [0.9611, 3.0708, -1.7718], [-3.4781, -1.5242, -1.6865], [-2.9107, -1.7052, 1.2822], [2.5995, 2.8853, -1.1040], [-1.9062, -3.1671, 1.4151], [1.6306, 4.3360, -0.6969], [2.0389, 0.4232, -4.4671]],
  "lowdin_charge": [0.922, 0.782, 0.795, -0.093, -0.075, -0.023, 0.062, -0.366, -0.252, -0.276, -0.222, 0.023, -0.229, -0.217, 0.031, -0.267, -0.285, 0.025, -0.229, 0.066, 0.064, 0.066, 0.082, 0.124, 0.146, 0.120, 0.082, 0.146, 0.018, 0.061, 0.117, 0.058, 0.057, 0.144, 0.079, 0.059, 0.119, 0.061, 0.039, 0.069, 0.080, 0.038]
}


4.
{
  "formula": "C12H23N2O9P2",
  "method": "ωB97M-V/def2-TZVPD",
  "charge": -1,
  "orbital_gap_ev": 4.7415,
  "de_lowest_ev": 0.000,
  "lumo_energy_ev": 2.1,
  "homo_energy_ev": -2.66,
  "symbols": ["P", "P", "O", "O", "O", "O", "O", "O", "O", "O", "O", "N", "N", "C", "C", "C", "C", "C", "C", "C", "C", "C", "C", "C", "C", "H", "H", "H", "H", "H", "H", "H", "H", "H", "H", "H", "H", "H", "H", "H", "H", "H", "H", "H", "H", "H", "H", "H"],
  "coordinates": [[3.0369, -0.9589, 1.6480], [3.0787, 0.1508, -1.7185], [4.2408, -0.0024, 2.0830], [2.9694, -0.4383, -3.0743], [-1.2443, 4.0417, -0.3457], [1.3653, 3.8374, -1.2728], [-1.2666, 2.0869, -1.5113], [1.3466, 2.4674, 0.4033], [-1.0577, 2.0471, 0.6902], [3.5048, -2.0642, 0.7822], [2.5274, -1.4675, 3.0603], [2.0752, 3.1852, -0.6213], [0.3918, 0.0167, -1.2929], [-3.3828, -1.0820, 1.1826], [-1.9377, -0.6033, -1.6568], [-2.1462, -0.2323, 1.1295], [-1.2394, 2.7841, -0.3794], [-2.7350, -1.8707, -1.9751], [1.6907, -0.3952, -0.6590], [-0.8329, -0.8872, 0.7294], [-4.5992, -0.6138, 0.8183], [1.7089, 0.0235, 0.8155], [-0.6984, -0.9014, -0.8143], [2.1772, 1.5131, 0.9900], [0.3300, -0.1928, 1.5127], [2.1837, 1.6912, 2.0654], [-2.0579, -2.6237, -2.3869], [2.5167, -2.4296, 3.0097], [-0.3709, -1.8987, -1.1178], [0.1116, 1.0334, -1.2049], [-1.5787, -0.2458, -2.6248], [-2.0404, 0.1967, 2.1316], [-3.4758, -1.6331, -2.7342], [-2.2009, 0.6307, 0.4826], [-0.0393, 0.7815, 1.8272], [-3.2161, -2.2886, -1.0970], [0.4460, -0.7855, 2.4156], [0.4796, -0.1762, -2.2917], [2.9975, 1.5451, -1.7489], [4.2540, -0.1496, -1.0121], [-5.3653, -1.2694, 0.4243], [4.6409, 0.3500, 1.2820], [3.1795, 1.6882, 0.5859], [1.7128, -1.4810, -0.7394], [-3.3211, -2.1174, 1.5221], [-0.8418, -1.9265, 1.0719], [-4.7871, 0.4510, 0.8869], [-2.5303, 0.2134, -1.2711]],
  "lowdin_charge": [0.473, 0.762, -0.113, -0.419, -0.108, 0.109, -0.189, -0.096, -0.196, -0.286, -0.102, -0.026, 0.095, -0.177, -0.201, -0.203, -0.893, -0.087, -0.335, -0.206, -0.010, -0.359, -0.208, -0.218, -0.090, 0.138, 0.067, 0.094, 0.139, 0.127, 0.115, 0.128, 0.073, 0.074, 0.097, 0.049, 0.099, 0.154, 0.013, 0.019, 0.041, 0.065, 0.088, 0.120, 0.092, 0.132, 0.064, 0.096]
}


5.
{
  "formula": "C12H23N5O6PrS",
  "method": "ωB97M-V/def2-TZVPD",
  "s2": 2.093,
  "charge": 1,
  "orbital_gap_ev": [5.1253, 5.2222],
  "multiplicity": 3,
  "lumo_energy_ev": [-5.2, -5.3],
  "homo_energy_ev": [-10.36, -10.48],
  "symbols": ["Pr", "S", "O", "O", "O", "O", "O", "O", "N", "N", "N", "N", "N", "C", "C", "C", "C", "C", "C", "C", "C", "C", "C", "C", "C", "H", "H", "H", "H", "H", "H", "H", "H", "H", "H", "H", "H", "H", "H", "H", "H", "H", "H", "H", "H", "H", "H", "H"],
  "coordinates": [[-0.3458, 0.0046, -0.0467], [1.6699, -0.6661, 4.3204], [1.9021, 0.9623, -4.2192], [2.5012, -0.6539, -0.7993], [-0.1806, -2.2517, -4.6328], [-2.7959, 0.4857, 1.7810], [1.5352, 2.2906, -0.9331], [-2.1627, -2.1518, 1.0765], [-1.0095, -1.7644, 0.3787], [0.3920, 1.8617, -0.2309], [0.9441, -0.1049, 1.9964], [-1.6664, 0.9839, 1.1075], [1.1516, -1.0227, -0.6997], [0.2056, 4.2173, 0.6224], [0.8418, -2.3964, -0.9113], [-1.4072, 2.2302, 1.2714], [-0.3350, -2.7849, -0.3632], [2.1274, 0.5359, 2.1892], [-0.1997, 2.7451, 0.4833], [0.5497, -0.8120, 3.0769], [-2.1986, 3.2110, 2.1442], [-1.6514, 0.0464, -1.5746], [1.8228, -3.2356, -1.7209], [2.6929, 0.3395, 3.4416], [-0.9799, -4.1635, -0.4504], [-2.8223, -0.4302, 1.4621], [-1.1181, -4.5819, 0.5458], [-2.0405, 0.0555, -2.5930], [3.6260, 0.7611, 3.7897], [2.7838, -3.2974, -1.2127], [-1.7583, 1.1102, -1.3818], [-1.5417, 3.8886, 2.6879], [1.4649, -4.2427, -1.9152], [2.5857, 1.1486, 1.4258], [1.5682, 1.6168, -1.6517], [-2.8769, 3.8042, 1.5317], [-0.9218, -1.8673, -4.1173], [1.5738, 0.0466, -4.6043], [-2.4775, -0.4256, -1.0459], [-2.7978, 2.7007, 2.8976], [-0.3651, -1.3857, 3.1207], [0.7587, 4.3744, 1.5477], [-0.3975, -4.8673, -1.0393], [1.1543, 1.0820, -3.5560], [-1.9549, -4.0678, -0.9288], [0.8414, 4.5482, -0.1985], [1.9718, -2.7535, -2.6885], [-0.6612, 4.8766, 0.6186]],
  "lowdin_charge": [0.710, 1.105, -0.105, -0.067, 0.015, 0.093, 0.084, -0.170, -0.281, -0.138, -0.115, -0.125, -0.246, 0.046, -0.209, -0.143, -0.185, -0.205, -0.136, -0.386, 0.041, -0.162, 0.013, -0.348, 0.018, 0.064, 0.094, 0.066, 0.086, 0.091, 0.040, 0.095, 0.077, 0.119, 0.103, 0.112, 0.004, 0.092, 0.067, 0.096, 0.097, 0.113, 0.076, 0.024, 0.095, 0.096, 0.085, 0.098]
}


| no. | electronic energy (eV) |
| --- | --- |
| 1 | -101664.0545 |
| 2 | -27595.3158 |
| 3 | -59156.1289 |
| 4 | -52800.3351 |
| 5 | -57429.8483 |